# 1
61
Properties=species:S:1:pos:R:3 method="wB97M-V/def2-TZVPD" homo_lumo_gap_ev="5.04 / 2.13" total_charge=+1 s_squared=2.0271 spin_multiplicity=3 e_lumo_ev="-4.24 / -8.29"
O -3.99 0.18 -0.92
V -3.56 1.73 -0.85
O -4.95 2.55 -0.85
O 2.93 5.12 -1.48
V 2.48 3.60 -1.41
O 3.70 2.59 -1.31
Cs 0.31 -0.65 -5.37
O -1.33 1.04 -0.68
P 0.10 0.80 -1.10
O 1.10 1.93 -1.36
F 0.07 -0.04 -2.47
F 0.80 -0.20 -0.02
O -2.33 3.74 -1.17
P -1.26 4.49 -1.92
O 0.20 4.44 -1.55
F -1.59 6.08 -2.04
F -1.39 3.95 -3.48
N 5.71 -2.01 2.93
C 5.63 -0.94 2.16
C 4.46 -0.55 1.49
C 3.26 -1.28 1.68
C 3.35 -2.43 2.52
C 4.59 -2.80 3.02
H 6.55 -0.40 2.03
H 4.58 0.29 0.83
H 2.35 -1.04 1.16
H 2.50 -3.09 2.60
H 4.69 -3.76 3.51
N -1.91 -3.01 -3.86
C -2.31 -4.21 -4.27
C -3.68 -4.51 -4.12
C -4.56 -3.61 -3.46
C -4.09 -2.38 -3.00
C -2.73 -2.14 -3.28
H -1.58 -4.96 -4.54
H -4.07 -5.44 -4.52
H -5.62 -3.78 -3.49
H -4.66 -1.66 -2.44
H -2.30 -1.16 -3.12
N 2.11 3.60 0.75
C 2.62 2.74 1.67
C 2.44 2.86 3.06
C 1.74 3.96 3.50
C 1.23 4.88 2.62
C 1.42 4.66 1.29
H 3.24 1.98 1.23
H 2.96 2.26 3.80
H 1.56 4.10 4.55
H 0.63 5.70 2.97
H 0.96 5.43 0.69
N -3.23 -3.65 1.58
C -2.89 -3.03 2.71
C -1.83 -2.13 2.80
C -0.96 -2.06 1.68
C -1.47 -2.46 0.47
C -2.61 -3.33 0.41
H -3.57 -3.27 3.52
H -1.63 -1.73 3.79
H -0.09 -1.45 1.87
H -0.96 -1.88 -0.29
H -3.08 -3.67 -0.50


# 2
49
Properties=species:S:1:pos:R:3 method="wB97M-V/def2-TZVPD" homo_lumo_gap_ev=8.50 e_lumo_ev=0.09 e_above_lowest_ev=4.152 smiles="COc1ccc(N(CCCO)C(C)=O)c2sc(NC(=O)c3ccc(F)cc3)nc12"
O 1.25 -1.50 -2.38
O -2.18 3.80 -2.14
F 1.43 -7.89 -2.22
N -0.13 -1.13 1.33
O -0.88 -0.58 4.16
O 2.74 3.53 -1.43
S -0.44 0.33 -0.84
C 0.98 -2.39 -1.59
C -2.33 3.13 -1.10
C 0.05 -1.10 0.05
C 0.40 -5.77 -2.87
C 2.34 -5.85 -1.41
C -0.96 1.71 3.50
C 0.29 -4.38 -2.73
C 2.27 -4.51 -1.28
C -1.18 2.62 2.40
C 1.39 -6.55 -2.19
C -0.64 0.08 1.73
C -0.74 0.35 3.13
C -0.91 1.07 0.67
C 1.25 -3.77 -1.99
C -1.24 2.33 1.09
N 0.73 -2.17 -0.33
N -1.43 3.29 -0.01
C 0.42 -1.24 4.30
C -3.39 2.02 -1.24
C 1.32 3.69 -1.24
C -0.72 4.52 0.12
C 0.82 4.30 0.05
H 2.86 2.72 -2.04
H -0.37 -6.23 -3.49
H 3.10 -6.41 -0.84
H -1.25 1.95 4.52
H -0.65 -3.95 -3.12
H 3.07 -3.97 -0.71
H -1.63 3.60 2.76
H 0.66 -3.02 0.27
H 0.38 -1.74 5.30
H 1.23 -0.61 4.16
H 0.79 -1.97 3.55
H -3.83 2.31 -2.25
H -3.10 0.94 -1.36
H -4.15 2.06 -0.40
H 0.88 2.66 -1.41
H 0.90 4.27 -2.02
H -1.05 4.94 1.06
H -0.78 5.45 -0.52
H 1.29 5.26 0.01
H 1.16 3.78 0.99


# 3
56
Properties=species:S:1:pos:R:3 method="wB97M-V/def2-TZVPD" homo_lumo_gap_ev="5.97 / 4.02" total_charge=+1 s_squared=8.7665 spin_multiplicity=6 e_lumo_ev="-3.15 / -6.11"
Rh 0.46 0.32 0.24
O -2.38 -5.02 0.79
C -2.15 -4.52 1.98
O -2.50 -5.04 3.01
C -1.42 -3.21 2.05
C -1.13 -2.58 3.25
N -0.50 -1.43 2.96
N -0.38 -1.26 1.64
C -0.93 -2.33 1.07
C -0.89 -2.37 -0.43
O -1.31 -3.33 -1.04
O -0.38 -1.31 -0.96
H -2.01 -4.49 0.05
H -1.33 -2.90 4.26
H -0.14 -0.74 3.59
C 3.86 -1.28 0.80
C 3.36 -0.27 1.77
N 2.20 0.34 1.72
C 2.01 1.22 2.77
C 3.04 1.26 3.64
S 4.29 0.20 3.15
C 0.75 1.96 2.84
C 0.40 2.88 3.77
S -1.18 3.48 3.44
C -1.29 2.45 2.06
N -0.22 1.73 1.88
C -2.50 2.45 1.20
H 3.10 -1.45 0.04
H 4.10 -2.21 1.31
H 4.77 -0.91 0.32
H 3.14 1.85 4.54
H 0.96 3.24 4.61
H -3.32 2.99 1.68
H -2.82 1.43 0.98
H -2.29 2.95 0.25
N -2.63 0.56 -1.72
C -1.69 1.53 -1.92
O -0.67 1.60 -1.13
C -1.92 2.50 -2.89
I -3.59 4.30 -1.56
H -2.37 -0.23 -1.16
H -3.39 0.45 -2.37
H -2.68 2.34 -3.65
H -1.18 3.27 -3.06
O 2.00 0.24 -1.28
N 1.61 0.10 -2.56
C 1.52 -1.13 -3.10
C 1.09 -1.30 -4.39
C 0.79 -0.18 -5.16
C 0.94 1.08 -4.60
C 1.35 1.19 -3.29
H 1.79 -1.95 -2.45
H 0.99 -2.30 -4.79
H 0.45 -0.30 -6.18
H 0.75 1.97 -5.18
H 1.46 2.14 -2.78


# 4
45
Properties=species:S:1:pos:R:3 method="wB97M-V/def2-TZVPD" homo_lumo_gap_ev=8.47 e_lumo_ev=0.09 e_above_lowest_ev=0.000 smiles="CN(Cc1ccccc1)C(=O)CSc1cc(=O)n(C)c2ccccc12"
C -2.14 -1.26 -1.23
N -1.92 -0.19 -0.28
C -1.14 -0.29 0.82
O -1.11 0.56 1.69
C -0.29 -1.54 0.97
H -0.92 -2.44 0.95
H 0.22 -1.48 1.93
S 0.98 -1.87 -0.30
C 2.08 -0.48 -0.16
C 1.62 0.79 -0.19
C 2.50 1.93 -0.10
O 2.10 3.09 -0.15
N 3.85 1.65 0.03
C 4.36 0.38 0.03
C 5.74 0.14 0.13
C 6.23 -1.14 0.13
C 5.38 -2.24 0.03
C 4.03 -2.03 -0.06
C 3.49 -0.74 -0.07
H 3.35 -2.87 -0.14
H 5.78 -3.24 0.03
H 7.30 -1.30 0.21
H 6.43 0.96 0.21
C 4.74 2.79 0.13
H 4.12 3.68 0.11
H 5.30 2.76 1.07
H 5.44 2.82 -0.71
H 0.58 1.02 -0.28
C -2.81 0.96 -0.40
C -4.25 0.56 -0.16
C -4.63 0.08 1.08
C -5.93 -0.32 1.31
C -6.87 -0.24 0.29
C -6.50 0.24 -0.95
C -5.19 0.64 -1.18
H -4.90 1.02 -2.15
H -7.22 0.31 -1.75
H -7.89 -0.55 0.46
H -6.22 -0.70 2.28
H -3.90 0.02 1.87
H -2.69 1.40 -1.39
H -2.49 1.68 0.36
H -2.85 -2.00 -0.84
H -2.56 -0.83 -2.14
H -1.20 -1.75 -1.48


# 5
54
Properties=species:S:1:pos:R:3 method="wB97M-V/def2-TZVPD" homo_lumo_gap_ev="4.85 / 5.84" total_charge=+1 s_squared=6.0491 spin_multiplicity=5 e_lumo_ev="-3.86 / -6.41"
Os -0.61 0.60 0.37
C -2.12 0.48 -2.24
C -0.99 1.47 -2.43
N -0.46 2.09 -1.21
C -1.12 3.39 -0.91
C -2.35 3.25 -0.04
S -2.55 1.65 0.91
C -3.91 0.38 0.12
C -3.28 -0.80 -0.62
N -1.90 -0.40 -1.07
H -2.30 -0.11 -3.15
H -3.04 0.98 -2.04
H -1.33 2.21 -3.18
H -0.21 0.97 -3.01
H 0.52 2.33 -1.37
H -1.48 3.82 -1.86
H -0.44 4.09 -0.44
H -3.28 3.49 -0.60
H -2.32 4.05 0.71
H -4.47 1.01 -0.60
H -4.60 0.07 0.93
H -3.86 -1.09 -1.49
H -3.16 -1.72 0.00
H -1.45 -1.24 -1.38
O 2.23 3.24 0.36
C 1.85 2.11 0.47
O 0.82 1.66 1.23
C 2.68 0.94 -0.08
C 4.06 1.08 -0.22
C 4.78 0.12 -0.90
C 4.32 -1.07 -1.37
C 3.06 -1.36 -0.97
C 2.14 -0.29 -0.52
O 0.84 -0.56 -0.61
N 2.59 -2.70 -1.21
O 3.45 -3.45 -1.75
O 1.42 -3.07 -0.88
N 6.20 0.25 -1.09
O 6.86 -0.79 -1.33
O 6.63 1.42 -1.06
H 4.62 1.99 0.05
H 4.85 -1.76 -2.03
N -1.31 -4.92 5.34
C -1.25 -4.11 4.51
C -1.22 -2.97 3.60
C -1.01 -1.67 4.02
C -0.95 -0.64 3.08
C -0.91 -0.92 1.68
C -0.89 -2.27 1.29
C -1.15 -3.27 2.22
H -1.03 -1.44 5.07
H -1.01 0.37 3.48
H -0.69 -2.56 0.27
H -1.27 -4.29 1.92


# 6
46
Properties=species:S:1:pos:R:3 method="wB97M-V/def2-TZVPD" homo_lumo_gap_ev="5.09 / 5.59" total_charge=+3 e_lumo_ev="-13.49 / -12.87" e_above_lowest_ev=0.889
Sn 1.74 -1.77 0.13
N 2.02 1.38 -3.29
C 2.25 0.50 -2.33
N 1.38 -0.39 -1.85
C 0.11 -0.42 -2.24
N -0.85 -1.24 -1.73
N -0.36 -1.94 -0.69
C -1.14 -2.86 -0.09
C -0.73 -3.44 1.18
C -1.53 -4.23 2.04
C -0.88 -4.86 3.14
C 0.53 -4.79 3.25
C 1.16 -3.83 2.47
N 0.53 -3.23 1.48
C -0.20 0.53 -3.33
C -1.54 0.65 -3.77
C -2.01 1.65 -4.61
C -1.12 2.63 -5.01
C 0.23 2.59 -4.56
C 0.68 1.56 -3.77
H 2.79 1.99 -3.53
H 3.21 0.47 -1.92
H -2.16 -2.99 -0.48
H -2.62 -4.40 1.87
H -1.49 -5.33 3.94
H 1.02 -5.16 4.13
H 2.21 -3.60 2.70
H -2.20 -0.13 -3.38
H -3.08 1.56 -4.94
H -1.37 3.42 -5.67
H 0.89 3.38 -4.75
C 0.74 3.11 1.33
C 0.19 2.08 2.29
C 0.46 2.58 3.74
C -1.19 1.53 2.21
C 1.00 0.88 1.95
C 1.56 -0.15 1.54
H 0.03 3.86 1.08
H 0.98 2.64 0.39
H 1.62 3.64 1.77
H -0.20 3.42 4.06
H 1.56 2.86 4.02
H 0.24 1.82 4.54
H -1.98 2.30 2.33
H -1.24 0.81 3.05
H -1.22 0.92 1.29


# 7
56
Properties=species:S:1:pos:R:3 method="wB97M-V/def2-TZVPD" homo_lumo_gap_ev=7.70 total_charge=-1 e_lumo_ev=2.57 e_above_lowest_ev=0.674
Zr 0.80 -0.44 0.22
O 3.59 -0.06 2.90
C 2.61 -0.70 2.59
O 2.36 -1.14 1.37
C 1.56 -1.08 3.63
C 0.80 -2.35 3.21
C 0.02 -2.93 4.39
C -1.15 -1.92 4.51
C -0.82 -0.94 3.39
O -0.25 -1.80 2.38
C 0.38 -0.06 3.78
C 0.36 1.20 2.90
O -0.02 2.25 3.36
O 0.71 1.01 1.65
H 2.08 -1.20 4.58
H 1.38 -3.06 2.63
H -0.34 -3.93 4.15
H 0.63 -2.99 5.29
H -2.11 -2.40 4.32
H -1.20 -1.43 5.48
H -1.66 -0.40 2.96
H 0.30 0.29 4.81
O -1.80 -3.33 0.51
P -1.14 -2.96 -0.89
O -1.16 -4.08 -1.83
O 0.20 -2.27 -0.54
O -2.06 -1.72 -1.45
P -1.77 -0.26 -0.89
O -3.09 0.50 -1.35
O -0.51 0.34 -1.46
O -1.56 -0.34 0.60
H -1.47 -2.73 1.21
H -2.94 1.45 -1.36
N 2.65 -2.36 -2.24
C 1.75 -1.75 -3.13
C 0.88 -2.55 -3.87
C 0.03 -1.98 -4.80
C 0.05 -0.61 -5.03
C 0.91 0.18 -4.29
C 1.75 -0.37 -3.31
C 2.57 0.53 -2.46
C 3.55 1.31 -3.08
C 4.34 2.17 -2.34
C 4.18 2.24 -0.96
C 3.22 1.44 -0.35
C 2.38 0.58 -1.07
H 3.09 -1.73 -1.59
H 2.24 -3.15 -1.75
H 0.84 -3.61 -3.68
H -0.66 -2.62 -5.35
H -0.61 -0.16 -5.77
H 0.91 1.25 -4.41
H 3.68 1.24 -4.15
H 5.09 2.78 -2.83
H 4.80 2.89 -0.36
H 3.13 1.50 0.73


# 8
55
Properties=species:S:1:pos:R:3 method="wB97M-V/def2-TZVPD" homo_lumo_gap_ev="7.92 / 6.37" s_squared=6.0206 spin_multiplicity=5 e_lumo_ev="-0.55 / -2.20"
Ru 1.81 -0.63 -0.40
Br 0.71 -2.53 -1.46
C 1.55 -1.02 1.63
Br 1.68 0.64 2.60
H 2.20 -1.76 2.09
H 0.51 -1.34 1.63
O -0.06 2.56 -2.98
S 1.08 2.08 -2.24
N 0.63 1.01 -1.14
Br 3.66 0.27 -8.48
C 3.95 -0.44 -6.75
C 4.85 -1.48 -6.59
C 5.06 -2.01 -5.32
C 4.38 -1.50 -4.23
C 3.48 -0.46 -4.41
C 3.25 0.08 -5.68
C 2.75 0.07 -3.24
O 1.77 0.86 -3.49
O 3.11 -0.27 -2.09
H 5.38 -1.88 -7.45
H 5.76 -2.83 -5.20
H 4.53 -1.90 -3.24
H 2.54 0.88 -5.81
C -6.02 1.43 4.03
C -4.87 0.49 3.66
C -4.03 0.22 4.92
C -5.48 -0.83 3.17
C -3.97 1.07 2.58
C -4.11 2.38 2.11
C -3.27 2.93 1.14
C -2.27 2.13 0.65
O -1.31 2.41 -0.29
B -0.56 1.25 -0.38
O -1.06 0.24 0.45
C -2.12 0.82 1.10
C -2.94 0.27 2.05
H -6.65 0.95 4.77
H -6.63 1.67 3.16
H -5.65 2.36 4.46
H -4.64 -0.23 5.69
H -3.62 1.15 5.31
H -3.20 -0.45 4.71
H -6.17 -1.23 3.92
H -4.72 -1.60 3.00
H -6.03 -0.69 2.24
H -4.89 3.01 2.50
H -3.39 3.95 0.79
H -2.79 -0.75 2.38
C 5.62 -2.16 0.63
O 4.22 -2.00 0.29
C 3.74 -0.77 0.37
O 4.34 0.21 0.71
H 5.73 -3.20 0.93
H 5.88 -1.49 1.45
H 6.23 -1.94 -0.24


# 9
50
Properties=species:S:1:pos:R:3 method="wB97M-V/def2-TZVPD" homo_lumo_gap_ev="6.83 / 5.95" total_charge=+2 s_squared=6.0609 spin_multiplicity=5 e_lumo_ev="-5.97 / -9.11" e_above_lowest_ev=0.000
C 7.88 0.69 1.20
C 6.84 1.70 1.19
C 6.86 3.08 1.20
C 5.50 3.50 1.19
C 4.73 2.35 1.18
B 3.17 2.08 1.19
O 2.82 1.33 2.42
C 1.42 1.15 2.46
C 0.74 1.80 1.20
C -0.77 1.63 1.21
C 1.41 1.15 -0.06
O 2.81 1.33 -0.04
C 1.15 3.31 1.20
O 2.56 3.43 1.19
O 5.55 1.25 1.18
H 8.86 1.19 1.21
H 7.80 0.05 2.09
H 7.81 0.04 0.32
H 7.74 3.71 1.21
H 5.11 4.50 1.19
H 1.18 0.07 2.49
H 1.02 1.63 3.37
H -1.20 2.10 0.32
H -1.04 0.57 1.21
H -1.19 2.10 2.10
H 1.18 0.07 -0.09
H 1.00 1.63 -0.97
H 0.74 3.80 0.30
H 0.75 3.80 2.10
O -7.06 -4.20 -3.20
C -6.17 -3.64 -2.70
Fe -4.95 -2.52 -2.11
C -5.13 -1.81 -3.73
O -5.46 -1.41 -4.76
C -6.29 -1.49 -1.53
O -7.30 -0.92 -1.51
C -3.24 -1.35 -1.53
C -3.43 -1.52 -0.13
C -4.09 -2.58 0.40
C -4.66 -3.60 -0.42
C -3.91 -4.30 -1.41
C -2.85 -3.75 -2.11
C -2.89 -2.38 -2.42
H -3.13 -0.33 -1.91
H -3.14 -0.68 0.51
H -4.31 -2.62 1.48
H -5.56 -4.10 -0.04
H -4.20 -5.34 -1.59
H -2.16 -4.40 -2.65
H -2.51 -2.06 -3.39


| no. | largest force on an atom (eV/A) |
| --- | --- |
| 1 | 3.675 |
| 2 | 4.809 |
| 3 | 1.383 |
| 4 | 0.714 |
| 5 | 4.096 |
| 6 | 3.900 |
| 7 | 0.495 |
| 8 | 0.488 |
| 9 | 6.071 |